C3H5NO | the ωB97M-V functional and the def2-TZVPD basis

Cartesian coordinates (Å):
O -0.47 -0.31 -1.47
N -0.60 -1.11 2.37
C -0.27 -0.26 1.59
C 0.06 0.68 0.63
C 0.60 0.21 -0.68
H -0.43 1.65 0.69
H 1.36 -0.57 -0.52
H -1.12 -0.71 0.93
H 1.09 1.05 -1.19
H -0.11 -0.61 -2.31

Results
Net charge: 0
M, g mol⁻¹: 71.08
Gap between HOMO and LUMO (spin up / spin down), eV: 8.58 / 8.58
LUMO level (spin up / spin down), hartree: 0.0073 / 0.0072
E_tot, hartree: -247.13363
Maximum force, eV Å⁻¹: 0.9
HOMO energy (spin up / spin down), Eh: -0.3079 / -0.3079